Computed, not measured: a molecular structure, C49H48Cl2N2NaO5Te, with ωB97M-V/def2-TZVPD.

CARTESIAN COORDINATES (ANGSTROEM)
Na: 0.451 0.537 -0.109
C: -4.450 2.435 1.871
C: -3.161 1.627 2.026
C: -3.079 0.979 3.402
C: -1.926 2.440 1.672
C: -1.897 3.177 0.488
C: -0.737 3.807 0.060
C: 0.438 3.731 0.802
C: 1.714 4.357 0.307
C: 0.402 3.028 2.001
C: -0.758 2.400 2.430
H: -5.307 1.844 2.206
H: -4.645 2.726 0.838
H: -4.412 3.348 2.474
H: -3.184 0.802 1.301
H: -2.948 1.728 4.189
H: -2.250 0.272 3.458
H: -3.997 0.426 3.610
H: -2.786 3.239 -0.128
H: -0.734 4.347 -0.881
H: 2.435 3.592 0.012
H: 2.187 4.951 1.093
H: 1.519 5.012 -0.544
H: 1.320 2.912 2.566
H: -0.716 1.811 3.333
Cl: 2.611 -1.236 3.538
C: 1.054 -1.974 3.247
C: 0.817 -3.242 3.782
C: -0.361 -3.897 3.567
Cl: -0.594 -5.506 4.238
C: -1.391 -3.285 2.809
C: -2.630 -3.896 2.512
C: -3.555 -3.218 1.774
C: -3.257 -1.906 1.354
N: -2.120 -1.313 1.607
C: -1.167 -1.988 2.295
C: 0.126 -1.290 2.438
O: 0.337 -0.198 1.855
H: 1.597 -3.714 4.366
H: -2.821 -4.901 2.864
H: -4.504 -3.667 1.509
H: -3.986 -1.344 0.775
O: 1.951 -1.376 -3.441
H: 1.082 -1.772 -3.309
H: 2.011 -0.716 -2.716
O: 3.275 1.531 0.222
C: 3.213 1.031 -0.909
O: 2.173 0.560 -1.463
C: 4.490 1.024 -1.744
C: 4.467 0.747 -3.106
C: 5.642 0.772 -3.847
C: 6.852 1.063 -3.232
C: 6.881 1.335 -1.868
C: 5.706 1.320 -1.133
H: 3.526 0.498 -3.576
H: 5.611 0.552 -4.908
H: 7.769 1.075 -3.810
H: 7.823 1.558 -1.381
H: 5.692 1.540 -0.073
C: -7.816 5.207 -1.152
C: -6.743 4.181 -1.400
C: -5.516 4.530 -1.945
C: -4.524 3.577 -2.178
C: -3.240 4.068 -2.803
C: -4.724 2.226 -1.861
Te: -2.961 0.527 -1.680
N: -1.056 -0.466 -1.462
C: -1.483 -1.654 -1.790
O: -2.627 -1.885 -2.331
C: -0.637 -2.874 -1.499
C: 0.439 -2.819 -0.620
C: 1.166 -3.960 -0.313
C: 0.832 -5.172 -0.901
C: -0.233 -5.234 -1.792
C: -0.966 -4.093 -2.083
C: -2.758 0.773 -3.777
C: -3.889 0.462 -4.524
C: -3.888 0.581 -5.903
C: -2.738 1.026 -6.542
C: -1.618 1.346 -5.795
C: -1.596 1.232 -4.401
C: -0.354 1.647 -3.660
C: -5.977 1.875 -1.336
C: -6.351 0.449 -0.987
C: -6.959 2.840 -1.113
H: -7.413 6.220 -1.202
H: -8.271 5.076 -0.168
H: -8.620 5.138 -1.891
H: -5.320 5.573 -2.189
H: -3.438 4.561 -3.759
H: -2.544 3.253 -2.993
H: -2.737 4.795 -2.160
H: 0.701 -1.882 -0.154
H: 1.984 -3.893 0.393
H: 1.397 -6.065 -0.662
H: -0.497 -6.179 -2.255
H: -1.817 -4.122 -2.752
H: -4.787 0.125 -4.019
H: -4.776 0.327 -6.470
H: -2.711 1.123 -7.621
H: -0.719 1.695 -6.292
H: 0.451 1.868 -4.361
H: -0.005 0.877 -2.975
H: -0.544 2.550 -3.071
H: -5.591 -0.280 -1.261
H: -7.276 0.164 -1.498
H: -6.528 0.340 0.087
H: -7.918 2.533 -0.698

Summary:
* F_max: 0.014 Eh/bohr
* highest occupied orbital energy (spin up / spin down): -2.30 / -2.29 eV
* lowest unoccupied orbital energy (spin up / spin down): 3.738 / 3.693 eV
* multiplicity: 2
* charge: -2
* orbital gap (spin up / spin down): 0.2220 / 0.2198 Eh